(1)
DFT (ωB97M-V/def2-TZVPD) results for a 2-piece molecular cluster, C4H11N2 overall in a non-equilibrium geometry.

Structure (ORCA input):
```
! wB97M-V def2-TZVPD RIJCOSX def2/J DEFGRID3
* xyz 1 3
C 0.3852 1.9136 -1.3151
C 0.0577 0.6774 -1.3203
C 1.2488 -0.2697 0.7801
C -0.0830 0.0694 0.0847
N -0.6940 -1.9677 -0.2292
N -1.0837 0.3051 0.9855
H 0.3497 2.3911 -2.3041
H 0.3393 2.3817 -0.3149
H -0.1174 0.1137 -2.1847
H 2.0263 -0.6223 0.0902
H 1.0579 -0.8743 1.5979
H 1.6992 0.7731 0.9320
H -0.4427 -2.5278 -1.0223
H -1.6234 -2.1462 -0.0324
H -2.1438 0.4684 0.7552
H -0.8162 0.7257 1.8039
H -0.1910 -2.1388 0.4640
*
```

Computed properties:
Orbital gap (spin up / spin down) ... 7.4 / 5.9 eV
ΔE to the lowest compared entry with this formula, charge and spin ... 3.3438 eV
Max |F| ... 0.188 hartree/bohr
Electronic energy ... -7292.8278 eV

Atom charges from the Mulliken analysis, given in e for atoms 1 to 2: -0.80 -0.13

(2)
DFT (ωB97M-V/def2-TZVPD) results for a 2-piece molecular cluster, C4H11N2 overall in a non-equilibrium geometry.

Structure (ORCA input):
```
! wB97M-V def2-TZVPD RIJCOSX def2/J DEFGRID3
* xyz 2 2
C 2.0812 1.0487 1.4338
C 0.7082 0.8370 0.9541
C 0.2014 1.4951 -0.1527
C -1.0986 1.5037 -0.6003
N -1.4151 2.2996 -1.6972
N -0.5583 -4.7130 -0.2959
H 2.0771 1.3289 2.4920
H 2.7280 0.1711 1.3235
H 0.0334 0.2247 1.5426
H -1.0584 -5.5641 0.0102
H 0.8630 2.1329 -0.7263
H -1.9098 0.9847 -0.0983
H -1.7781 1.7922 -2.4957
H -2.0782 3.0472 -1.4867
H -0.5352 -4.5709 -1.3173
H 2.5416 1.8609 0.8709
H -0.8024 -3.8786 0.2432
*
```

Computed properties:
Orbital gap (spin up / spin down) ... 7.9 / 4.0 eV
ΔE to the lowest compared entry with this formula, charge and spin ... 2.8494 eV
Max |F| ... 0.044 hartree/bohr
Electronic energy ... -7285.0408 eV

Atom charges from the Mulliken analysis, given in e for atoms 1 to 2: -1.08 0.26